A structure of composition C3H6N2O. Source: the Open Molecules 2025 dataset; level of theory: wB97M-V/def2-TZVPD.

```
12
Properties=species:S:1:pos:R:3:forces:R:3
O 0.4455 2.4927 0.2163 0.174 0.009 0.098
N -0.5259 1.7117 -0.0788 0.147 -0.365 0.210
N -0.0743 -1.4592 -0.4448 -0.066 -0.088 -0.181
C -1.0192 -0.7134 0.4274 -0.242 0.043 0.168
C 0.8585 -0.3196 -0.5018 0.383 0.086 -0.090
C -0.1206 0.5101 0.4142 -0.385 0.012 -0.160
H -2.0105 -0.5225 -0.0012 0.141 -0.047 0.052
H -1.1382 -1.1849 1.4085 0.016 0.062 -0.157
H 0.8530 1.4597 0.9025 -0.003 0.299 -0.143
H 1.8253 -0.5479 -0.0447 -0.163 0.051 -0.070
H -0.4784 -1.6557 -1.3546 0.054 0.006 0.124
H 1.0203 0.1319 -1.4874 -0.054 -0.068 0.149
```
Positions in Å, forces in eV/Å.

Its lowest unoccupied orbital energy (spin up / spin down) is -0.024 / -0.024 Eh. For the electronic energy, the calculation gives -302.43806 a.u. Its total charge is 0. For the highest occupied orbital energy (spin up / spin down), the calculation gives -9.27 / -9.27 eV.